Entry 1:
88
Properties=species:S:1:pos:R:3 method="wB97M-V/def2-TZVPD" total_energy_ha=-2099.74908 total_charge=+1
C 2.21607 -1.11866 7.54107
C 1.24804 -2.05648 7.65114
S 0.46140 -2.69954 6.20803
B -1.56077 -2.65541 6.23221
O -2.10018 -3.47024 5.32922
N -2.25648 -1.82057 7.13717
C -1.94531 -0.39174 6.93223
C -2.20712 -2.25754 8.54644
H 2.02620 -0.14966 7.08314
H 3.22010 -1.30850 7.91056
H 0.88700 -2.46405 8.58956
H 0.81849 -1.80299 5.26239
H -1.57764 -3.66612 4.54473
H -0.87270 -0.17028 6.87859
H -2.43561 -0.04751 6.02141
H -2.39482 0.17346 7.74550
H -2.97173 -3.01598 8.71453
H -1.25143 -2.69749 8.85650
H -2.43985 -1.42039 9.19960
C 5.32736 -3.66401 4.97350
O 4.66806 -3.93777 3.76014
C 3.28875 -4.15548 3.93056
C 2.52805 -4.01858 2.63155
O 2.25712 -2.66820 2.28354
C 3.34753 -1.92521 1.73617
C 3.66424 -2.28408 0.30383
O 4.43692 -3.46783 0.25493
C 4.44859 -4.04129 -1.03612
H 5.21729 -4.49030 5.68562
H 6.38277 -3.52865 4.75129
H 4.94145 -2.74206 5.43001
H 2.87602 -3.41657 4.63512
H 3.14041 -5.16641 4.33779
H 1.54390 -4.47359 2.77910
H 3.02855 -4.55628 1.82470
H 4.23894 -2.01362 2.36036
H 3.01903 -0.88462 1.75641
H 4.23271 -1.46481 -0.15626
H 2.72876 -2.42134 -0.25306
H 3.43834 -4.33197 -1.34688
H 5.07569 -4.92872 -0.99384
H 4.86219 -3.34743 -1.77556
C 0.09710 1.10297 -5.62721
O -0.52325 0.40611 -4.56692
C -1.91836 0.27522 -4.76809
C -2.48829 -0.79154 -3.86056
O -2.28850 -2.11539 -4.33196
C -0.98746 -2.65683 -4.18558
C -0.65919 -3.09313 -2.77499
O -0.27610 -1.98331 -1.97906
C -0.31004 -2.27839 -0.60697
H -0.31968 2.11068 -5.74046
H 1.15707 1.18566 -5.39460
H -0.01418 0.56253 -6.57431
H -2.12849 0.01365 -5.81256
H -2.40487 1.23534 -4.54205
H -3.57215 -0.66194 -3.83680
H -2.10888 -0.66897 -2.84306
H -0.22442 -1.97158 -4.56150
H -0.98054 -3.55036 -4.81293
H 0.17321 -3.81087 -2.80786
H -1.53483 -3.58730 -2.33506
H -1.32586 -2.53615 -0.28024
H 0.01733 -1.38972 -0.06880
H 0.36649 -3.10906 -0.36598
C -0.36272 8.54081 -4.00731
O -1.36614 7.65856 -4.45277
C -1.04383 7.06853 -5.69844
C -1.91176 5.85787 -5.95639
O -1.48092 4.68450 -5.28117
C -1.74840 4.60918 -3.89028
C -3.19537 4.31794 -3.55775
O -3.97392 5.49540 -3.63316
C -5.35407 5.21956 -3.68997
H -0.19998 9.35601 -4.72204
H -0.69402 8.96394 -3.06116
H 0.58585 8.01384 -3.84906
H 0.01184 6.76826 -5.71286
H -1.21250 7.80330 -6.49812
H -1.83356 5.61636 -7.01813
H -2.95811 6.08026 -5.73672
H -1.40668 5.50608 -3.36875
H -1.15309 3.76371 -3.53568
H -3.25240 3.91537 -2.53542
H -3.58208 3.56319 -4.25578
H -5.60536 4.64221 -4.58744
H -5.87786 6.17234 -3.72580
H -5.68736 4.66366 -2.80514


Entry 2:
52
Properties=species:S:1:pos:R:3 method="wB97M-V/def2-TZVPD" relative_energy_kj_mol=47.3 spin_multiplicity=3 s_squared=2.01 total_energy_ha=-1296.96756
C 0.40846 1.74725 1.42354
C -0.68603 2.36320 0.74582
C -1.85784 2.21378 1.52316
H -0.59881 2.94152 -0.17794
C -1.54067 1.52092 2.72066
C -0.12398 1.23555 2.69643
H 0.48595 1.05876 3.57926
H 1.46256 1.89004 1.18944
H -2.85067 2.61426 1.27139
H -2.20026 1.38460 3.58211
Pt -0.19425 -0.57914 1.15816
C -1.53159 -2.12385 -1.94406
H -2.60012 -1.90357 -1.89436
H -1.36584 -3.11923 -1.55377
H -1.38879 -2.20499 -3.02636
Si -0.29789 -0.92212 -1.16915
C 1.44958 -0.64931 -1.85966
C 2.15225 0.56824 -1.75864
H 1.63429 1.43453 -1.33931
C 3.48039 0.68520 -2.20176
H 3.97613 1.66701 -2.16240
C 4.14866 -0.42677 -2.73912
H 5.17436 -0.30676 -3.11955
C 3.47374 -1.65360 -2.80717
H 4.00991 -2.50835 -3.23489
C 2.13840 -1.76084 -2.37137
H 1.64274 -2.73725 -2.44550
C -1.28330 0.55567 -1.72449
C -0.86711 1.33667 -2.79747
H 0.12028 1.18364 -3.25228
C -1.75116 2.31823 -3.28154
H -1.42749 2.92478 -4.12972
C -3.03890 2.44203 -2.75543
H -3.73775 3.17260 -3.17178
C -3.45673 1.60902 -1.70476
H -4.48152 1.66211 -1.33560
C -2.57784 0.65656 -1.19146
H -2.89603 0.00064 -0.36450
H 0.32080 -2.25324 0.56801
H 1.01454 -1.71204 0.24945
N -1.03780 -1.32030 2.97239
C -0.09575 -1.38322 4.15276
C 1.31663 -1.57138 3.66460
N 1.52380 -0.89038 2.34319
H -1.34219 -2.27627 2.80400
H -1.89099 -0.84579 3.27770
H -0.20551 -0.45379 4.71940
H -0.37318 -2.23552 4.78767
H 2.03945 -1.15486 4.37794
H 1.53379 -2.63733 3.50917
H 2.09616 -0.05195 2.43423
H 2.09711 -1.50493 1.76356


Entry 3:
34
Properties=species:S:1:pos:R:3 method="wB97M-V/def2-TZVPD" relative_energy_kj_mol=226.4 total_energy_ha=-705.78790 total_charge=+1
C 1.03677 -1.94157 -1.54110
C 0.96323 -0.52126 -2.11555
C 0.27995 0.56276 -1.28213
C -0.73916 1.17223 -1.92893
N -1.29883 2.41328 -1.80225
N 0.66273 0.64591 0.13841
N -0.18196 -2.66718 -1.31095
H 1.70211 -1.97790 -0.65405
H 1.80772 -2.60437 -2.06690
H 0.31320 -0.64344 -2.96903
H 1.94025 -0.19933 -2.48565
H -1.21197 0.67776 -2.76521
H -0.99025 2.91865 -0.98871
H -2.25598 2.61887 -2.08825
H 0.97575 1.55492 0.45707
H 1.51751 0.02499 0.39722
H -0.13540 0.17208 0.71448
H -0.65243 -2.36455 -0.48484
H -0.82310 -2.60129 -2.09318
H 0.29924 3.48273 1.98155
H 1.55027 3.97836 1.24650
O 1.03695 3.18498 1.43026
H 1.10475 -0.49761 3.45153
H 0.04382 0.47457 3.43496
O 0.88136 0.33099 2.97865
H 1.83700 -3.32825 1.27227
H 2.94267 -2.95776 2.14982
O 1.99543 -2.80358 2.06777
H -3.12893 -0.51930 -0.63412
H -3.72309 -0.82257 0.72762
O -2.88340 -0.77751 0.25825
H -1.35635 1.82140 1.50044
H -2.12627 0.31455 1.36082
O -1.38357 0.87842 1.64326


Entry 4:
24
Properties=species:S:1:pos:R:3 method="wB97M-V/def2-TZVPD" relative_energy_kj_mol=298.4 smiles="CC1(Nc2ccccc2)N=CC=N1" total_energy_ha=-551.83249
C 1.90798 2.48532 1.69235
C 1.90632 2.79331 0.36737
C 1.21069 1.34905 2.17764
C 1.19332 2.03761 -0.57891
C 0.55091 0.61523 1.25517
C 0.58185 0.90224 -0.13321
C -0.33598 -3.23617 -0.77651
C -1.34699 -2.90563 -1.79419
C -1.03455 -1.11856 -0.64169
C -2.08414 -0.43458 0.20505
N -0.23286 -2.18362 -0.03345
N -1.67513 -1.64997 -1.77305
N 0.15401 -0.11314 -1.01707
H 2.49263 3.11145 2.27815
H 2.44567 3.58215 0.01624
H 1.22239 1.13662 3.19604
H 1.45908 2.41925 -1.60545
H -0.00051 -0.29585 1.43715
H 0.25992 -4.05985 -0.72110
H -1.89036 -3.63998 -2.49884
H -2.89450 -1.00915 -0.15987
H -2.09840 0.60311 -0.15891
H -1.75702 -0.50164 1.28272
H -0.03433 0.11280 -2.01564


Entry 5:
17
Properties=species:S:1:pos:R:3 method="wB97M-V/def2-TZVPD" total_energy_ha=-1175.51587 total_charge=+1
C 1.19587 -0.08171 -0.72130
C -1.03534 -0.14465 -1.07921
C 2.61076 -0.51587 -0.76924
C 0.71974 0.65599 0.47022
C -1.02093 -0.23487 0.44715
N 0.26145 -0.43375 -1.52138
N -2.40665 0.32501 0.80983
O -2.00089 0.22006 -1.64306
S 2.81228 -1.15297 0.98812
S 1.70556 0.37533 1.90025
H 2.55503 -1.36619 -1.54360
H 3.32991 0.25575 -0.89726
H 0.39122 1.74115 0.36869
H -0.68525 -1.26036 0.60012
H -2.99447 -0.20061 1.44031
H -2.92714 0.49191 -0.08960
H -2.51115 1.32579 1.23997